Record 1
{
  "formula": "H24O12",
  "method": "the ωB97M-V functional and the def2-TZVPD basis",
  "elements": ["O", "H", "H", "O", "H", "H", "O", "H", "H", "O", "H", "H", "O", "H", "H", "O", "H", "H", "O", "H", "H", "O", "H", "H", "O", "H", "H", "O", "H", "H", "O", "H", "H", "O", "H", "H"],
  "positions_angstrom": [[-3.52703, -0.66745, 2.09978], [-4.06319, -0.66177, 2.91172], [-4.13994, -0.43017, 1.35071], [1.16924, -1.79487, -1.19417], [1.78603, -2.17407, -0.56023], [1.78633, -1.19518, -1.65780], [2.13096, -1.84767, 3.73771], [1.47091, -1.13116, 3.69668], [1.69289, -2.68117, 3.96382], [1.36844, 2.78330, 0.06107], [1.44448, 3.68642, 0.28959], [1.22236, 2.02273, 0.53496], [3.48600, 0.09218, -1.20894], [3.38593, 0.32675, -2.17418], [3.11596, 0.77686, -0.66560], [-3.02973, 1.67486, 0.83463], [-3.38868, 1.71172, -0.06999], [-2.52680, 0.89170, 1.05176], [1.46667, 0.09064, 1.51991], [0.56556, 0.04654, 1.24890], [2.02336, -0.53008, 1.02476], [0.06605, -3.31402, 3.55156], [-0.26555, -4.13196, 3.12994], [-0.70640, -2.83198, 3.81300], [-2.34581, 2.34744, -2.19685], [-1.61208, 1.80807, -1.90573], [-2.52224, 2.50922, -3.11930], [1.54774, 1.69720, -2.80784], [0.71105, 1.41553, -2.51309], [1.99702, 2.39994, -2.32192], [-0.88282, -0.25699, -3.96189], [-0.07207, -0.20499, -3.46839], [-1.09164, -1.20701, -3.88690], [-0.76698, -0.16648, -0.04942], [-1.12250, -0.02121, -0.96789], [-0.37350, -1.03288, -0.09037]],
  "nbo_charge": [-0.96, 0.48, 0.48, -0.98, 0.48, 0.50, -0.98, 0.47, 0.49, -1.03, 0.51, 0.52, -0.98, 0.50, 0.49, -0.98, 0.48, 0.50, -0.97, 0.49, 0.48, -0.95, 0.48, 0.48, -0.97, 0.48, 0.50, -0.98, 0.47, 0.51, -0.93, 0.46, 0.48, -0.98, 0.48, 0.50],
  "fmax_ev_per_a": 4.9,
  "homo_lumo_gap_ha": 0.376,
  "total_charge": 0,
  "e_tot_ha": -917.209851,
  "smiles": "O.O.O.O.O.O.O.O.O.O.O.O",
  "mol_weight_g_mol": 216.18
}


Record 2
{
  "formula": "H24O12Xe",
  "method": "the ωB97M-V functional and the def2-TZVPD basis",
  "elements": ["Xe", "O", "H", "H", "O", "H", "H", "O", "H", "H", "O", "H", "H", "O", "H", "H", "O", "H", "H", "O", "H", "H", "O", "H", "H", "O", "H", "H", "O", "H", "H", "O", "H", "H", "O", "H", "H"],
  "positions_angstrom": [[-0.33056, 0.35343, 0.03915], [-0.27945, -3.24992, -1.49498], [-0.23055, -2.54433, -2.13994], [0.59134, -3.64717, -1.50738], [3.63057, -0.20483, 0.80285], [3.28959, -0.40631, -0.06857], [3.29208, 0.66927, 0.99681], [0.72081, 0.33035, 4.31697], [1.66937, 0.40928, 4.41817], [0.60616, -0.34497, 3.64837], [-1.02756, 3.41082, 0.75149], [-0.48848, 4.15850, 0.49345], [-0.66686, 3.13423, 1.59388], [2.78638, -0.73572, -1.69510], [3.59192, -1.22265, -1.86900], [2.80058, -0.01541, -2.32532], [0.20620, 2.80119, 2.98063], [0.66122, 3.35050, 3.61894], [0.60932, 1.93827, 3.07598], [-1.12222, -3.79484, 1.25898], [-1.96394, -3.47955, 1.58810], [-1.08376, -3.47856, 0.35636], [-0.60336, -1.04408, -2.99693], [0.02946, -0.48889, -2.54136], [-0.48211, -0.83588, -3.92332], [0.37673, -1.87368, 2.78827], [-0.20559, -2.32776, 2.17921], [1.18828, -2.38082, 2.76760], [-3.65029, -1.45904, -2.09158], [-2.73776, -1.19321, -2.20493], [-3.60146, -2.37692, -1.82446], [1.04985, 3.14037, -2.75647], [0.67098, 3.16699, -1.87785], [0.94379, 4.03105, -3.09064], [-3.59482, 2.38963, -1.22186], [-3.97672, 1.52946, -1.04723], [-2.66930, 2.29114, -0.99840]],
  "nbo_charge": [0.01, -0.98, 0.50, 0.47, -0.97, 0.48, 0.46, -0.97, 0.46, 0.50, -0.98, 0.46, 0.50, -0.95, 0.49, 0.49, -0.97, 0.48, 0.50, -0.96, 0.47, 0.50, -0.96, 0.49, 0.49, -0.98, 0.50, 0.48, -0.95, 0.48, 0.47, -0.95, 0.48, 0.47, -0.94, 0.47, 0.47],
  "fmax_ev_per_a": 1.4,
  "homo_lumo_gap_ha": 0.385,
  "total_charge": 0,
  "e_tot_ha": -1246.627594,
  "mol_weight_g_mol": 347.47
}


Record 3
{
  "formula": "H25O12",
  "method": "the ωB97M-V functional and the def2-TZVPD basis",
  "elements": ["O", "H", "H", "O", "H", "H", "O", "H", "O", "H", "H", "O", "H", "H", "O", "H", "H", "O", "H", "H", "O", "H", "H", "O", "H", "H", "O", "H", "H", "O", "H", "H", "O", "H", "H", "H", "H"],
  "positions_angstrom": [[3.49090, -1.91555, 1.47223], [2.79229, -1.81705, 2.13407], [4.03528, -2.55919, 1.94905], [-3.53669, -0.50860, 2.01192], [-4.42389, -0.17643, 1.87814], [-0.91853, 1.61591, -1.32986], [-2.28171, -1.08511, -1.74539], [0.49921, -2.88384, -2.18775], [-2.15288, 2.25813, -1.80565], [-1.56207, -0.47662, -1.91040], [-2.60191, 1.74502, -2.48843], [-0.20003, -0.51622, 3.56258], [-0.14096, -1.29939, 4.11631], [-1.10794, -0.63599, 3.24104], [4.09035, 0.15587, -0.23339], [4.61627, 0.01668, -1.02256], [4.22998, -0.58711, 0.36574], [-0.24817, 0.78810, -1.29872], [0.61109, 1.15894, -1.68199], [1.60201, -2.76427, 0.91976], [2.10204, 1.30754, -2.16229], [2.84176, 1.65935, -2.66005], [-3.29523, -1.12895, 1.32975], [0.12778, -2.09488, -2.58363], [2.37776, 0.83496, -1.36064], [0.44192, -1.26215, -2.25163], [0.25576, 0.86304, 1.24530], [-0.12249, 0.52086, 2.08682], [0.98687, 0.21875, 1.31911], [0.89873, -2.11553, 1.03097], [-2.83069, 2.70843, -1.26266], [0.61678, -1.90565, 0.13594], [-3.20706, 3.66784, 0.28781], [-0.16865, 0.78003, -0.28168], [-2.49586, 4.29150, 0.47266], [-2.16321, -1.87202, -2.27971], [-3.15879, 3.01361, 0.98725]],
  "nbo_charge": [-0.96, 0.49, 0.49, -0.97, 0.49, 0.55, -0.97, 0.49, -0.96, 0.47, 0.51, -0.96, 0.50, 0.49, -0.99, 0.48, 0.51, -0.89, 0.55, 0.49, -0.99, 0.53, 0.49, -0.96, 0.52, 0.47, -0.97, 0.52, 0.50, -0.96, 0.54, 0.47, -0.95, 0.55, 0.49, 0.50, 0.49],
  "fmax_ev_per_a": 1.8,
  "homo_lumo_gap_ha": 0.413,
  "total_charge": 1,
  "e_tot_ha": -917.626610,
  "mol_weight_g_mol": 217.19
}


Record 4
{
  "formula": "H26NO16",
  "method": "the ωB97M-V functional and the def2-TZVPD basis",
  "elements": ["N", "O", "O", "O", "O", "H", "H", "O", "H", "H", "O", "H", "H", "O", "H", "H", "O", "H", "H", "O", "H", "H", "O", "H", "H", "O", "H", "H", "O", "H", "H", "O", "H", "H", "O", "H", "H", "O", "H", "H", "O", "H", "H"],
  "positions_angstrom": [[0.05021, 0.50551, -0.07028], [1.30521, 0.49351, -0.07328], [-0.46979, 1.63451, -0.22728], [-0.45079, -0.49649, -0.53628], [-1.88979, -2.41549, 2.01972], [-1.27779, -3.12749, 2.12872], [-1.82479, -2.11149, 1.13072], [2.24321, -0.69549, -2.33828], [1.67421, -0.29749, -2.94928], [1.94621, -0.39449, -1.49328], [-1.57379, 3.54851, 2.22172], [-1.33779, 4.40251, 1.90772], [-2.18879, 3.22451, 1.53872], [-0.36579, -3.65549, -0.92528], [-0.22279, -2.86049, -1.44428], [-0.19279, -4.38049, -1.47828], [-3.02879, 2.51451, 0.05672], [-2.25079, 2.01651, -0.15628], [-3.76879, 1.93351, -0.03928], [0.69121, -1.09749, 2.62072], [-0.14779, -0.68449, 2.55572], [0.70421, -1.59849, 3.43772], [1.77221, -2.45349, 0.37872], [1.02321, -2.92049, 0.02972], [1.34321, -2.06349, 1.11872], [-2.70379, 0.07851, -1.91628], [-2.81579, -0.05549, -2.86128], [-1.83179, -0.14749, -1.57128], [-0.41479, -2.07749, -3.19628], [0.26321, -1.85049, -3.86928], [-0.57979, -1.28649, -2.73628], [1.45021, 2.46351, -2.16628], [0.92921, 2.00451, -2.85428], [1.06521, 2.07451, -1.33328], [4.31321, -0.12949, -0.07328], [3.51021, 0.25051, 0.26872], [4.14421, -1.06649, -0.06328], [-0.95579, 1.04551, 2.77272], [-0.99179, 2.01751, 2.68572], [-1.75779, 0.76351, 2.36472], [1.41321, 2.67451, 1.73472], [2.12921, 2.27051, 2.17972], [1.07121, 1.94951, 1.22072]],
  "nbo_charge": [0.72, -0.54, -0.54, -0.54, -0.96, 0.47, 0.49, -0.94, 0.43, 0.49, -0.97, 0.48, 0.50, -0.97, 0.51, 0.47, -0.98, 0.50, 0.48, -0.96, 0.50, 0.47, -0.99, 0.47, 0.48, -0.99, 0.47, 0.49, -0.95, 0.48, 0.47, -0.95, 0.44, 0.49, -0.95, 0.48, 0.48, -0.99, 0.52, 0.46, -0.95, 0.45, 0.48],
  "fmax_ev_per_a": 6.4,
  "homo_lumo_gap_ha": 0.350,
  "total_charge": -1,
  "e_tot_ha": -1274.144684,
  "mol_weight_g_mol": 296.20
}